Entry 1:
A 8-piece molecular cluster, C26H53FINO30S7 overall in a non-equilibrium geometry. Source: the Open Molecules 2025 dataset; level of theory: the ωB97M-V functional and the def2-TZVPD basis.

Values from the calculation:
Multiplicity: 1
Net charge: 0
E_LUMO: 0.12 eV
Highest occupied orbital energy: -8.8 eV
HOMO-LUMO gap: 8.93 eV

XYZ file:
```
119
Properties=species:S:1:pos:R:3:lowdin_charge:R:1
C 3.89307 5.41685 4.55312 -0.10
C 2.71831 5.02973 3.64626 -0.21
C 1.79352 4.06623 4.36908 -0.28
F 1.33861 4.67944 5.54043 -0.01
C 0.64001 3.44677 3.52315 -0.30
N 0.77418 3.86076 2.12610 0.06
C -0.77699 3.72723 4.08038 -0.46
C -1.03566 5.27922 4.06850 -0.10
C -1.55141 5.86867 5.37599 -0.16
C -1.90993 7.35042 5.23378 -0.24
O -2.87556 7.58025 4.20104 -0.08
O -0.99564 3.30691 5.41907 -0.16
C -0.32791 2.14149 5.87051 -0.08
C -1.89411 3.14957 3.16052 -0.62
I -1.59611 1.10735 2.53839 1.06
C -3.30385 3.37075 3.73874 -0.27
C -4.14830 4.38192 2.93533 -0.09
H 3.61679 6.13992 5.31736 0.07
H 4.27882 4.51482 5.03432 0.07
H 4.72182 5.81253 3.96537 0.07
H 2.18836 5.91368 3.28630 0.11
H 3.14788 4.49861 2.79856 0.11
H 2.44106 3.24458 4.69184 0.14
H 0.83049 2.37521 3.48302 0.09
H 0.20880 3.27955 1.52228 0.04
H 0.55088 4.83828 1.99298 0.08
H -1.72296 5.53986 3.26521 0.09
H -0.09337 5.79387 3.85435 0.11
H -2.45911 5.37209 5.71778 0.11
H -0.79353 5.77007 6.15204 0.12
H -2.40014 7.64187 6.16262 0.11
H -1.02131 7.97086 5.08338 0.12
H -2.39016 7.59662 3.36984 0.07
H -0.18703 1.37928 5.10706 0.04
H -0.93357 1.71650 6.67094 0.10
H 0.63717 2.40480 6.31694 0.09
H -1.83355 3.73199 2.24514 0.06
H -3.29023 3.61424 4.79670 0.10
H -3.83077 2.42078 3.66036 0.06
H -4.92929 3.89264 2.35448 0.07
H -3.54462 4.95739 2.23350 0.04
H -4.62416 5.10350 3.60086 0.07
O -2.39595 -2.19213 1.16031 -0.24
S -1.14838 -2.05892 0.49967 0.53
O 0.05525 -1.84394 1.21947 -0.25
O -1.28430 -0.95323 -0.64324 -0.20
C -0.93946 -1.52639 -1.92248 -0.16
C -1.30337 -2.97967 -1.80787 -0.16
O -0.92385 -3.32160 -0.46823 -0.22
H 0.12712 -1.40456 -2.07992 0.10
H -1.48552 -1.02095 -2.71351 0.14
H -0.76490 -3.59776 -2.52245 0.13
H -2.37678 -3.14810 -1.91798 0.14
O -3.90654 6.85609 -2.40524 -0.22
S -4.27802 6.60046 -1.05871 0.59
O -3.80040 5.45845 -0.36879 -0.22
O -5.86658 6.66498 -0.95424 -0.18
C -6.26610 7.64134 0.02148 -0.15
C -5.15479 8.66945 -0.00214 -0.15
O -3.96206 7.88672 -0.16762 -0.19
H -6.33774 7.14830 0.99246 0.14
H -7.23206 8.05959 -0.24622 0.14
H -5.09599 9.25040 0.91347 0.14
H -5.24602 9.34219 -0.85692 0.14
O 1.40878 -8.94828 -2.64431 -0.22
S 2.03860 -7.73949 -2.23928 0.61
O 3.10119 -7.18029 -2.98953 -0.22
O 2.31360 -7.83669 -0.67171 -0.22
C 1.69533 -6.75103 0.03627 -0.13
C 0.47861 -6.41954 -0.79241 -0.14
O 0.92594 -6.58259 -2.14373 -0.20
H 2.40818 -5.92438 0.07528 0.14
H 1.44371 -7.05385 1.04825 0.14
H 0.11597 -5.40954 -0.63696 0.11
H -0.33200 -7.12934 -0.60968 0.14
O 5.05362 -7.09219 0.43711 -0.21
S 5.41904 -8.10560 -0.48933 0.62
O 4.49207 -8.56694 -1.45158 -0.24
O 6.02534 -9.33699 0.32614 -0.18
C 7.35212 -9.63646 -0.13084 -0.15
C 7.89037 -8.30559 -0.61220 -0.16
O 6.76175 -7.67983 -1.24011 -0.18
H 7.28125 -10.36033 -0.94450 0.14
H 7.93830 -10.05830 0.68056 0.14
H 8.70317 -8.40986 -1.32473 0.14
H 8.21300 -7.67766 0.22041 0.14
O 2.29716 7.85830 -4.67535 -0.22
S 0.95118 7.90931 -5.12039 0.59
O 0.51761 8.88946 -6.04836 -0.22
O 0.00020 7.92932 -3.83700 -0.19
C -0.92244 6.82869 -3.87839 -0.16
C -0.18581 5.75295 -4.64667 -0.16
O 0.51805 6.47214 -5.66989 -0.19
H -1.82273 7.15143 -4.40217 0.13
H -1.18428 6.52233 -2.87050 0.12
H -0.85308 5.02157 -5.09284 0.14
H 0.54795 5.24160 -4.02018 0.13
O -4.53815 -9.47358 -4.88157 -0.22
S -4.01842 -9.83871 -3.61331 0.59
O -4.87077 -10.07309 -2.50512 -0.22
O -2.89514 -8.77569 -3.20922 -0.19
C -1.64318 -9.43789 -2.96343 -0.17
C -1.68544 -10.66116 -3.85090 -0.15
O -3.05080 -11.10008 -3.77781 -0.19
H -1.59954 -9.71165 -1.90725 0.14
H -0.81688 -8.77957 -3.20183 0.10
H -1.01879 -11.44924 -3.51450 0.14
H -1.45906 -10.41134 -4.88925 0.14
O 2.19271 -1.76931 -6.20735 -0.21
S 1.94786 -2.44850 -4.98907 0.60
O 1.21013 -1.83642 -3.93722 -0.23
O 3.33016 -2.98649 -4.41322 -0.18
C 3.27233 -4.41330 -4.21105 -0.16
C 2.28829 -4.89579 -5.25286 -0.15
O 1.27975 -3.86774 -5.28082 -0.19
H 2.91203 -4.60574 -3.20045 0.12
H 4.26018 -4.84693 -4.33048 0.14
H 1.84362 -5.85214 -4.99654 0.12
H 2.74324 -4.95579 -6.24309 0.14
```

Entry 2:
A 17-piece molecular cluster, C69H178N6O23 overall in a non-equilibrium geometry. Source: the Open Molecules 2025 dataset; level of theory: the ωB97M-V functional and the def2-TZVPD basis.

Values from the calculation:
Energy above the lowest of the compared OMol25 structures with the same formula, charge and spin: 0.000 eV
Multiplicity: 1
Net charge: 0
E_LUMO: 0.46 eV
Highest occupied orbital energy: -8.7 eV
HOMO-LUMO gap: 9.13 eV

XYZ file:
```
276
Properties=species:S:1:pos:R:3:lowdin_charge:R:1
C -2.35951 -7.58762 -4.97969 -0.10
O -1.53686 -6.86667 -5.86163 -0.18
C -1.25715 -5.57783 -5.48001 -0.28
C -0.34879 -4.93482 -6.48878 -0.19
N 0.31119 -3.79642 -5.82287 -0.06
C 1.44948 -4.21240 -4.95559 -0.17
C 2.08447 -3.09926 -4.13702 -0.25
O 3.10574 -2.39592 -4.73603 -0.18
C 2.68072 -1.47011 -5.71124 -0.09
H -2.31592 -8.61167 -5.31161 0.08
H -3.38683 -7.26889 -5.07715 0.08
H -2.10276 -7.48040 -3.91797 0.09
H -0.79879 -5.61582 -4.48532 0.11
H -2.18273 -4.97490 -5.45165 0.13
H -0.94508 -4.58650 -7.34178 0.12
H 0.37049 -5.67481 -6.88298 0.12
H 0.63030 -3.10600 -6.47245 0.07
H 2.22561 -4.70874 -5.54634 0.13
H 1.09011 -4.96928 -4.25569 0.10
H 2.49934 -3.60164 -3.26274 0.11
H 1.38177 -2.35828 -3.75514 0.10
H 1.93529 -0.78127 -5.27467 0.10
H 2.26398 -1.99938 -6.55231 0.07
H 3.58411 -0.97672 -6.03468 0.09
C 0.87851 3.80957 -1.59113 -0.12
O -0.15024 3.66737 -2.51791 -0.20
C -0.82730 2.43364 -2.35434 -0.20
C -2.10186 2.52387 -3.20080 -0.17
N -3.10407 3.55329 -2.81361 -0.03
C -2.87642 4.84657 -3.45628 -0.20
C -3.95848 5.84138 -3.06091 -0.25
O -5.10903 5.53017 -3.80174 -0.18
C -6.11485 6.54503 -3.57776 -0.08
H 1.69820 3.08299 -1.75092 0.09
H 0.49776 3.69901 -0.56386 0.07
H 1.28711 4.80437 -1.70379 0.09
H -1.06161 2.25904 -1.29571 0.10
H -0.15431 1.61537 -2.67976 0.13
H -2.59278 1.55703 -3.19686 0.09
H -1.81923 2.65562 -4.25788 0.12
H -4.02691 3.20842 -3.01015 0.07
H -2.85955 4.78204 -4.58404 0.14
H -1.89686 5.16012 -3.09804 0.10
H -3.58407 6.80322 -3.29691 0.11
H -4.08478 5.73928 -1.96500 0.11
H -6.59811 6.41176 -2.57842 0.09
H -6.87973 6.35328 -4.32695 0.06
H -5.78294 7.57141 -3.73793 0.09
C -9.30934 5.25513 -6.80964 -0.09
O -9.36343 3.97664 -6.16019 -0.20
C -8.11327 3.47768 -5.71472 -0.25
C -8.24214 1.99194 -5.42946 -0.19
N -7.13326 1.41080 -4.62064 -0.04
C -7.24580 1.62288 -3.17886 -0.20
C -6.02483 0.97537 -2.49453 -0.20
O -5.87617 -0.40671 -2.79039 -0.17
C -4.73534 -0.95891 -2.25519 -0.13
H -8.67537 5.94617 -6.25018 0.07
H -10.33577 5.64507 -6.78304 0.09
H -8.98076 5.19820 -7.84299 0.08
H -7.81633 3.98178 -4.78337 0.11
H -7.29897 3.71832 -6.40871 0.13
H -8.28607 1.48111 -6.39718 0.12
H -9.27485 1.93238 -4.96456 0.13
H -6.94904 0.45612 -4.86747 0.10
H -8.19120 1.28198 -2.71913 0.12
H -7.18619 2.68338 -2.91950 0.10
H -6.08735 1.14850 -1.40597 0.11
H -5.14658 1.48296 -2.88382 0.10
H -4.62235 -1.97853 -2.61498 0.10
H -4.86924 -0.99218 -1.20168 0.06
H -3.83562 -0.38567 -2.52402 0.07
C -0.75195 -10.87749 -1.61481 -0.13
O 0.56105 -10.58314 -1.23904 -0.21
C 1.45386 -10.63617 -2.34662 -0.21
C 2.73444 -9.86722 -1.94112 -0.23
N 2.36898 -8.51421 -1.63831 -0.08
C 3.46515 -7.60072 -1.25494 -0.20
C 2.94693 -6.17688 -1.06968 -0.14
O 4.10448 -5.19723 -0.87439 -0.20
C 3.69210 -3.98087 -0.29972 -0.15
H -0.99631 -10.17322 -2.41448 0.07
H -1.51137 -10.70193 -0.83319 0.09
H -0.85470 -11.89631 -2.02776 0.09
H 0.95790 -10.04334 -3.14394 0.12
H 1.67945 -11.66759 -2.64515 0.12
H 3.44128 -9.91981 -2.79019 0.12
H 3.20100 -10.38243 -1.06408 0.13
H 1.61770 -8.49634 -0.95692 0.11
H 4.18823 -7.55352 -2.06629 0.12
H 3.94863 -7.88951 -0.25632 0.14
H 2.26118 -6.07948 -0.22776 0.11
H 2.42685 -5.82630 -1.97369 0.11
H 2.94290 -3.42501 -0.85219 0.07
H 4.57685 -3.34267 -0.17408 0.07
H 3.31209 -4.05806 0.71404 0.06
C -7.21722 -0.51461 0.95611 -0.11
O -5.93163 -0.85123 1.36040 -0.22
C -5.83531 -2.21217 1.66915 -0.25
C -4.48510 -2.58016 2.16941 -0.17
N -3.40057 -2.33509 1.18600 -0.03
C -3.37602 -3.13238 -0.03874 -0.18
C -2.30051 -2.52647 -0.92289 -0.24
O -2.25054 -3.14805 -2.18446 -0.17
C -1.57424 -2.35988 -3.09111 -0.12
H -7.42784 -0.98698 -0.03819 0.11
H -7.25844 0.58432 0.83158 0.08
H -7.94887 -0.77318 1.75321 0.10
H -5.98464 -2.72525 0.68900 0.12
H -6.66834 -2.49751 2.36861 0.14
H -4.45768 -3.58343 2.51224 0.11
H -4.33797 -1.90831 3.02579 0.12
H -3.48017 -1.35176 0.98365 0.06
H -4.33501 -3.12960 -0.56309 0.09
H -3.13263 -4.18329 0.20607 0.13
H -1.32975 -2.52359 -0.39238 0.11
H -2.52551 -1.48212 -1.04397 0.08
H -1.40904 -2.98760 -3.98184 0.07
H -0.55759 -2.00058 -2.68839 0.09
H -2.14342 -1.42874 -3.38080 0.09
C 4.47851 0.70631 1.65548 -0.08
O 3.37541 0.86405 0.76289 -0.21
C 3.31931 -0.20808 -0.18082 -0.20
C 1.97656 -0.15966 -0.85802 -0.18
N 0.84737 -0.65076 -0.07095 -0.01
C 0.42168 0.22199 0.98875 -0.21
C -1.06888 0.15014 1.31427 -0.21
O -1.75377 0.56570 0.15210 -0.20
C -3.03181 1.13335 0.41257 -0.09
H 4.53246 -0.27570 2.11783 0.07
H 4.52019 1.52451 2.39564 0.08
H 5.35615 0.84088 1.04705 0.07
H 3.45921 -1.16398 0.32753 0.09
H 4.15362 -0.10047 -0.87222 0.11
H 2.07877 -0.61853 -1.83705 0.11
H 1.76465 0.87803 -1.13222 0.10
H 0.10389 -0.79767 -0.75000 0.08
H 0.56815 1.27681 0.72376 0.09
H 1.03148 0.01016 1.90846 0.11
H -1.27130 0.81370 2.15731 0.11
H -1.39890 -0.84430 1.60239 0.09
H -3.60839 1.07633 -0.50153 0.07
H -2.98819 2.15759 0.80036 0.08
H -3.69588 0.63410 1.16441 0.08
C 8.79215 1.66619 -3.01682 -0.05
C 8.05182 0.37613 -2.73641 -0.51
C 6.84625 0.54258 -1.85976 -0.07
O 7.74180 -0.12710 -4.03644 -0.04
H 9.57462 1.51275 -3.73176 0.07
H 9.20397 2.00736 -2.07798 0.08
H 8.06895 2.41855 -3.38834 0.09
H 8.75506 -0.27707 -2.25165 0.12
H 6.07010 1.10822 -2.38602 0.09
H 7.15498 1.02776 -0.92009 0.09
H 6.43479 -0.41146 -1.64051 0.04
H 7.12071 -0.84895 -3.90626 0.08
C -2.49524 7.78750 0.60891 -0.06
C -3.08068 6.41403 0.75190 -0.49
C -2.08990 5.36159 0.33908 -0.05
O -3.53665 6.19599 2.11465 -0.06
H -1.68211 7.79633 1.29709 0.07
H -3.21115 8.55392 0.90608 0.08
H -2.19863 8.03718 -0.43249 0.10
H -3.96201 6.34683 0.11905 0.11
H -1.23717 5.29543 1.05682 0.09
H -1.67440 5.62280 -0.64137 0.08
H -2.52401 4.36949 0.29871 0.05
H -2.79525 6.11401 2.71888 0.08
C 0.96525 3.41679 2.26269 -0.04
C 1.42142 3.49114 3.76911 -0.49
C 2.56739 4.41425 3.97870 -0.05
O 0.34252 3.95587 4.59942 -0.07
H 0.89317 4.47430 1.88191 0.08
H -0.00399 2.91130 2.20518 0.06
H 1.73469 2.93072 1.62201 0.07
H 1.66299 2.47182 4.03692 0.11
H 3.04391 4.29081 4.95783 0.08
H 2.07848 5.42775 3.92303 0.11
H 3.30651 4.27070 3.19927 0.05
H -0.21111 3.15827 4.69672 0.04
C -7.33334 4.22544 1.69889 -0.05
C -6.67551 4.10812 0.34986 -0.49
C -5.30862 3.46021 0.49095 -0.06
O -7.46568 3.23762 -0.43678 -0.05
H -8.26652 4.71328 1.53118 0.07
H -6.76084 4.82255 2.43205 0.09
H -7.47752 3.23681 2.11635 0.08
H -6.52058 5.08139 -0.12693 0.13
H -4.73981 3.38181 -0.43573 0.07
H -5.42968 2.47160 0.97037 0.06
H -4.68876 4.01521 1.18912 0.06
H -8.31500 3.68102 -0.57417 0.10
C 7.05676 -4.29506 1.20853 -0.06
C 7.85416 -3.05109 1.19899 -0.41
C 7.05248 -1.81562 0.81500 -0.04
O 8.36613 -2.85365 2.61280 -0.09
H 6.73246 -4.48757 0.21125 0.07
H 6.13828 -4.20065 1.78478 0.08
H 7.65288 -5.14335 1.57272 0.10
H 8.71425 -3.19321 0.58197 0.13
H 6.64177 -2.10361 -0.15537 0.07
H 7.77279 -0.99829 0.69657 0.09
H 6.30032 -1.61139 1.57652 0.06
H 8.81001 -3.64946 2.91278 0.08
C 6.00210 -3.31869 5.08338 -0.05
C 5.71311 -1.91808 4.51926 -0.52
C 4.71008 -1.13506 5.35325 -0.05
O 6.91556 -1.19359 4.42927 -0.06
H 6.71336 -3.79422 4.44631 0.05
H 5.14831 -3.95659 5.12196 0.07
H 6.41367 -3.22883 6.08849 0.09
H 5.38400 -2.23495 3.48786 0.12
H 4.48010 -0.15688 4.86472 0.07
H 5.10947 -0.95209 6.36935 0.09
H 3.73572 -1.66427 5.41132 0.07
H 7.46482 -1.76756 3.84434 0.06
C -3.68939 3.47000 4.42061 -0.05
C -4.61630 2.38468 4.87371 -0.43
C -4.81731 1.35626 3.74970 -0.03
O -3.95216 1.64825 5.91127 -0.07
H -4.24041 4.22388 3.86055 0.07
H -2.87086 3.17595 3.77053 0.08
H -3.32476 3.97247 5.32136 0.10
H -5.54274 2.77055 5.25655 0.13
H -5.13279 1.83501 2.82674 0.05
H -5.50613 0.56036 4.00149 0.08
H -3.86907 0.90904 3.48324 0.06
H -3.94862 2.06246 6.76922 0.10
C 6.03187 4.19617 -1.32941 -0.05
C 4.99554 4.94942 -0.52825 -0.51
C 4.52324 4.20966 0.69915 -0.06
O 5.55602 6.14059 -0.00872 -0.04
H 6.35174 4.87875 -2.09670 0.08
H 5.56516 3.31284 -1.75216 0.06
H 6.87911 3.88743 -0.68656 0.10
H 4.18574 5.17401 -1.21920 0.13
H 3.68494 4.75061 1.19744 0.08
H 5.34595 4.12137 1.43219 0.10
H 4.12107 3.27197 0.41125 0.05
H 5.01096 6.40687 0.73215 0.08
C 6.55762 2.50585 4.48872 -0.05
C 6.08912 2.46444 5.92203 -0.50
C 7.08716 1.87430 6.90555 -0.05
O 5.79578 3.83150 6.26759 -0.06
H 6.82913 1.49337 4.16530 0.07
H 7.44018 3.13926 4.38602 0.09
H 5.76054 2.97165 3.88280 0.06
H 5.16296 1.89988 5.92588 0.11
H 7.96841 2.54719 6.94792 0.09
H 7.38256 0.86509 6.59686 0.07
H 6.64207 1.70794 7.88694 0.07
H 5.31219 3.83153 7.09572 0.08
C -1.72233 -0.82252 5.14451 -0.05
C -0.83682 0.32975 5.58625 -0.48
C 0.65690 0.10729 5.25581 -0.02
O -1.21744 1.52389 4.98403 -0.07
H -1.47642 -1.79726 5.53396 0.07
H -1.71108 -0.90820 4.07962 0.05
H -2.79189 -0.72126 5.47752 0.09
H -0.96057 0.41111 6.69123 0.15
H 1.21269 0.95620 5.65664 0.08
H 0.66693 0.08006 4.15525 0.07
H 0.93154 -0.85593 5.67354 0.08
H -2.08338 1.74087 5.36415 0.05
C 2.27489 -2.67364 2.99402 -0.05
C 0.78137 -2.85805 2.89489 -0.49
C 0.40059 -3.81177 1.73826 -0.04
O 0.33251 -3.39168 4.12766 -0.03
H 2.81542 -3.59151 3.18251 0.09
H 2.41420 -2.01080 3.83899 0.05
H 2.66917 -2.14818 2.10644 0.07
H 0.40263 -1.86548 2.63571 0.10
H 0.95012 -4.74752 1.83725 0.08
H 0.65251 -3.36037 0.77299 0.06
H -0.68415 -3.93885 1.67812 0.07
H -0.60200 -3.51202 3.97751 0.07
```

Look up the HOMO-LUMO gap of the second one.
9.13 eV